# 1
The following is a quantum chemistry calculation of C11H15BrCaF6N7O5S2 as an isolated structure in a non-equilibrium geometry, from the OMol25 dataset.

Geometry as XYZ:
```
48
Properties=species:S:1:pos:R:3:forces:R:3
Ca -0.016 0.204 0.582 3.0 -2.7 0.8
O 3.534 -0.027 6.019 0.2 0.0 0.1
C 2.718 0.030 4.967 -0.3 0.0 -0.3
C 1.331 -0.117 5.043 0.0 0.0 0.1
C 0.595 -0.073 3.880 0.1 0.0 0.1
N 1.137 0.112 2.670 0.3 0.1 0.4
C 2.450 0.297 2.629 -0.1 0.0 0.2
Br 3.178 0.671 0.923 0.3 0.0 0.1
C 3.291 0.258 3.716 0.1 0.0 0.1
H 3.056 -0.173 6.843 -0.1 0.0 0.0
H 0.839 -0.259 5.997 0.0 0.0 0.0
H -0.482 -0.187 3.907 0.0 0.0 0.0
H 4.358 0.401 3.624 0.0 0.0 0.0
C -0.477 -1.559 -4.357 -0.1 0.1 0.1
N 0.559 -1.183 -3.401 0.0 -0.1 -0.1
C 1.493 -0.171 -3.877 0.0 0.0 0.1
C 0.424 -1.335 -2.056 0.5 -0.1 0.1
N 1.096 -0.697 -1.161 0.3 -0.4 -1.0
N -0.459 -2.328 -1.647 -0.2 0.1 -0.1
C -0.780 -2.701 -0.356 0.0 -0.3 0.4
N -1.556 -3.815 -0.300 0.0 0.0 -0.1
N -0.379 -2.056 0.687 -0.4 -0.6 -0.3
H -0.023 -1.652 -5.339 0.0 0.0 0.0
H -1.268 -0.804 -4.410 0.0 0.0 0.0
H -0.929 -2.523 -4.134 0.0 0.0 -0.1
H 1.640 -0.308 -4.944 0.0 0.0 0.0
H 2.464 -0.292 -3.400 0.0 0.0 0.0
H 1.122 0.844 -3.702 0.0 0.0 0.0
H 1.722 -0.018 -1.574 0.0 0.0 -0.1
H -0.902 -2.856 -2.375 0.0 0.0 0.0
H -1.837 -4.332 -1.113 0.0 0.0 0.0
H -1.906 -4.129 0.586 0.0 0.0 0.0
H -0.705 -2.506 1.534 0.0 -0.1 0.0
F 1.165 3.841 -1.350 -0.1 0.1 0.0
C -0.075 4.141 -0.960 -0.1 0.0 -0.1
F -0.060 5.213 -0.203 -0.1 0.0 0.1
F -0.845 4.330 -2.016 0.0 0.0 0.0
S -0.633 2.626 -0.057 -0.5 2.4 -0.7
O 0.314 2.410 1.006 0.2 0.8 0.5
O -0.563 1.587 -1.069 -0.1 0.3 -0.9
N -2.107 2.888 0.408 0.2 0.2 0.0
S -2.845 1.540 0.766 -1.1 -0.2 -0.3
O -4.073 1.721 1.442 0.0 0.4 0.1
O -1.915 0.555 1.315 -2.0 0.4 0.8
C -3.321 0.766 -0.891 -0.2 -0.1 0.0
F -3.235 1.633 -1.886 0.0 0.0 0.1
F -2.529 -0.293 -1.158 -0.1 0.2 0.0
F -4.565 0.324 -0.809 0.1 0.0 0.0
```
Forces are in eV/Å.

Energy relative to the best compared isomer or geometry (same formula, charge and spin), kJ/mol: 87.6
HOMO energy, Ha: -0.453
Kohn-Sham gap, eV: 10.078
Net charge: +1
Largest force on an atom, eV/A: 4.1
LUMO energy, Ha: -0.0822

***

# 2
The following is a quantum chemistry calculation of an isolated ion of composition C11H15BrN and charge +1 in a non-equilibrium geometry, from the OMol25 dataset.

Geometry as XYZ:
```
28
Properties=species:S:1:pos:R:3:forces:R:3
Br 1.257 2.546 0.843 0.8 1.0 0.4
C -0.145 1.335 0.948 -0.7 -4.2 -1.7
C -1.537 1.910 0.635 1.9 2.8 0.9
C -2.570 0.849 0.508 -1.7 0.5 0.1
C -2.213 -0.103 -0.588 0.2 -1.9 0.3
C -0.860 -0.888 -0.260 -2.8 -0.2 -4.0
C 0.161 0.141 -0.375 0.2 2.5 3.8
N 1.506 -0.305 -0.318 2.0 0.8 -1.3
C 2.364 0.168 -1.282 0.6 -1.6 2.5
C 3.674 -0.233 -1.298 -0.6 -0.4 -0.5
C 4.089 -1.221 -0.411 -0.3 -1.1 -0.3
C 3.199 -1.700 0.538 -1.4 3.5 -1.8
C 1.932 -1.125 0.623 0.5 -1.1 -0.3
H -0.134 0.670 1.883 0.1 1.3 -1.1
H -1.421 2.665 -0.244 -0.4 -1.6 1.1
H -1.693 2.590 1.520 -0.4 -0.5 -0.8
H -3.594 1.334 0.377 1.3 -0.7 -0.1
H -2.653 0.267 1.426 0.0 0.2 0.3
H -3.030 -0.808 -0.766 0.2 0.0 0.1
H -2.050 0.416 -1.486 0.0 0.8 -1.4
H -1.048 -1.219 0.680 0.1 -1.1 3.2
H -0.791 -1.832 -0.907 0.3 1.5 0.5
H 0.199 0.854 -1.138 -1.0 0.5 -1.8
H 1.987 0.808 -1.999 -0.9 1.2 -1.3
H 4.207 0.079 -2.180 0.7 0.1 0.2
H 4.973 -1.830 -0.578 0.3 0.7 0.1
H 3.416 -2.447 1.163 1.0 -2.8 2.4
H 1.153 -1.426 1.296 0.1 -0.3 0.5
```
Forces are in eV/Å.

Energy relative to the best compared isomer or geometry (same formula, charge and spin), kJ/mol: 0.0
HOMO energy, Ha: -0.488
Kohn-Sham gap, eV: 8.996
Net charge: +1
Largest force on an atom, eV/A: 4.9
LUMO energy, Ha: -0.1572

***

# 3
The following is a quantum chemistry calculation of C11H15ClI2N2OPRhS as an isolated structure in a non-equilibrium geometry, from the OMol25 dataset.

Geometry as XYZ:
```
35
Properties=species:S:1:pos:R:3:forces:R:3
I -3.584 -1.296 -1.354 0.1 -5.8 1.0
I -3.926 1.168 -1.802 -1.2 5.6 -1.2
Rh 1.366 -0.055 -0.833 3.8 0.0 1.3
P 0.693 -0.336 -2.834 0.3 -0.1 -2.8
C -0.935 -0.305 -3.583 -0.5 -0.6 0.8
C 1.531 1.089 -3.570 -0.2 -0.2 0.6
H 2.438 -1.949 -2.868 -0.2 -0.2 -0.4
H 1.539 -1.824 -4.458 0.1 -0.2 0.1
H 0.797 -2.692 -3.053 0.4 0.1 -0.2
C 1.461 -1.870 -3.368 -0.1 0.0 0.5
H 2.512 1.173 -3.084 0.0 0.2 -0.6
H 1.576 0.895 -4.644 0.2 0.3 0.0
H -0.826 -0.301 -4.668 0.2 0.0 0.0
H -1.496 0.575 -3.271 0.0 0.0 -0.1
H 0.914 1.971 -3.343 0.3 -0.1 -0.3
H -1.500 -1.206 -3.287 0.2 0.4 -0.2
C -0.297 0.260 -0.444 -5.9 0.7 0.2
O -1.431 0.406 -0.246 3.3 -0.3 -0.6
Cl 3.765 -0.219 -0.755 -1.2 -0.1 0.1
N 2.344 -1.662 1.924 -1.5 0.7 0.3
C 1.218 -1.096 2.374 1.5 -1.1 1.4
N 0.453 -0.243 1.760 -2.2 1.4 -0.3
C -0.567 0.260 2.579 2.0 -0.3 0.1
C -1.563 1.221 2.319 -1.0 1.2 -0.7
C -2.188 1.919 3.338 0.7 -0.9 -0.8
C -1.813 1.715 4.682 0.8 -1.2 -0.2
C -0.916 0.662 4.984 0.1 -0.2 0.7
C -0.371 -0.106 3.964 0.1 0.1 0.2
S 0.782 -1.417 4.061 -0.2 0.4 0.3
H 2.782 -2.308 2.551 0.5 -0.3 0.1
H 2.867 -1.339 1.105 0.0 0.0 -0.1
H -1.861 1.468 1.297 0.3 0.0 0.9
H -2.944 2.639 3.088 -0.1 0.2 0.0
H -2.228 2.366 5.429 0.0 0.0 0.5
H -0.591 0.440 6.012 -0.4 0.3 -0.5
```
Forces are in eV/Å.

<S²>: 6.038
Spin multiplicity: 5
Energy relative to the best compared isomer or geometry (same formula, charge and spin), kJ/mol: 0.0
HOMO energy (spin up / spin down), Ha: -0.434 / -0.521
Kohn-Sham gap (spin up / spin down), eV: 4.561 / 3.995
Net charge: +2
Largest force on an atom, eV/A: 6.0
LUMO energy (spin up / spin down), Ha: -0.2662 / -0.3744

***

# 4
The following is a quantum chemistry calculation of a 2-piece molecular cluster, C11H15FN2 overall in a non-equilibrium geometry, from the OMol25 dataset.

Geometry as XYZ:
```
29
Properties=species:S:1:pos:R:3:forces:R:3
N 0.161 -1.684 1.096 -1.4 1.3 -1.7
N 0.703 -0.800 1.952 0.5 0.4 1.5
C 1.711 -0.057 1.712 0.7 -0.5 -0.8
C 2.502 0.148 0.463 1.0 1.2 -0.4
C 2.756 -0.773 -0.547 -0.4 -0.4 -0.1
C 3.445 -0.507 -1.731 0.4 0.9 0.8
C 4.068 0.736 -1.853 1.9 -0.2 -1.8
C 4.091 1.584 -0.781 -0.5 2.8 2.0
C 3.262 1.345 0.323 -0.1 -1.9 -0.2
F 3.322 2.096 1.425 0.1 1.0 -0.1
H -0.926 -1.593 1.339 3.1 -0.6 -1.6
H 0.516 -1.415 0.080 -1.9 -1.0 2.2
H 2.132 0.462 2.550 -0.3 0.4 0.4
H 2.478 -1.762 -0.262 -0.4 -0.8 -0.5
H 3.658 -1.255 -2.460 -0.2 -0.5 -0.3
H 4.790 1.012 -2.723 -1.6 -0.8 1.4
H 4.674 2.561 -0.710 -0.7 -1.5 -0.5
C -0.753 0.040 -1.242 -0.8 1.9 0.3
C -1.899 0.301 -0.634 -2.2 -0.9 2.1
C -3.062 -0.736 -0.725 2.6 -1.5 1.9
C -2.318 1.397 0.340 0.1 -0.1 -0.7
H -0.722 -0.811 -1.843 0.3 -1.4 -0.9
H 0.041 0.757 -1.323 0.4 0.2 0.2
H -2.595 -1.741 -0.849 -0.5 0.6 -0.6
H -3.737 -0.924 0.137 0.5 0.9 -0.2
H -3.609 -0.415 -1.529 -1.7 0.2 -2.2
H -2.443 1.030 1.365 0.3 -0.3 -0.2
H -3.309 1.797 0.099 0.1 -0.1 -0.3
H -1.630 2.213 0.339 0.6 0.7 0.2
```
Forces are in eV/Å.

Energy relative to the best compared isomer or geometry (same formula, charge and spin), kJ/mol: 262.5
HOMO energy, Ha: -0.309
Kohn-Sham gap, eV: 9.066
Net charge: 0
Largest force on an atom, eV/A: 3.6
LUMO energy, Ha: 0.0239

***

# 5
The following is a quantum chemistry calculation of one molecule with the formula C11H15FO2 in a non-equilibrium geometry, from the OMol25 dataset.

Geometry as XYZ:
```
29
Properties=species:S:1:pos:R:3:forces:R:3
O 1.149 -1.636 2.921 1.3 -0.1 -1.1
C 1.542 -1.439 1.790 -1.8 0.2 0.5
O 2.672 -1.995 1.272 -0.5 0.3 0.3
C 0.629 -0.604 0.843 0.5 1.2 -0.5
C 1.474 -0.065 -0.366 -0.3 0.8 1.1
C 0.621 0.727 -1.353 -0.6 0.8 0.7
C -0.013 1.952 -0.626 -0.3 -0.9 -0.9
C -0.877 1.429 0.538 0.2 0.0 0.0
C -1.984 0.533 -0.020 -0.1 -0.2 -0.2
C -1.356 -0.681 -0.722 0.5 1.1 1.2
F -2.344 -1.499 -1.215 -0.4 -0.4 -0.2
C -0.523 -0.152 -1.867 0.4 0.0 -0.6
C -0.493 -1.474 0.271 0.1 -0.4 0.0
C -0.059 0.615 1.568 0.4 -1.0 -0.2
H 2.763 -1.759 0.330 -0.1 0.0 0.6
H 1.877 -0.929 -0.863 0.4 -0.4 -0.7
H 2.305 0.586 0.001 -0.5 -0.6 -0.2
H 1.253 1.060 -2.178 -0.1 0.0 -0.1
H -0.606 2.530 -1.390 0.3 -0.5 0.9
H 0.732 2.609 -0.225 0.6 0.4 0.1
H -1.244 2.329 1.030 -0.5 -0.2 0.2
H -2.568 1.063 -0.761 -0.2 0.3 -0.3
H -2.688 0.214 0.737 -0.1 -0.2 0.4
H -1.159 0.403 -2.595 0.4 -0.5 0.5
H -0.034 -0.993 -2.345 -0.2 -0.4 -0.5
H -1.061 -1.958 1.071 -0.3 0.4 0.0
H -0.041 -2.301 -0.249 0.2 -0.5 -0.6
H -0.699 0.227 2.396 0.4 0.3 -0.6
H 0.733 1.211 2.007 0.1 0.3 0.2
```
Forces are in eV/Å.

Energy relative to the best compared isomer or geometry (same formula, charge and spin), kJ/mol: 25.9
HOMO energy, Ha: -0.372
Kohn-Sham gap, eV: 10.588
Net charge: 0
Largest force on an atom, eV/A: 1.9
LUMO energy, Ha: 0.0170

***

# 6
The following is a quantum chemistry calculation of C11H15IrNP as an isolated structure in a non-equilibrium geometry, from the OMol25 dataset.

Geometry as XYZ:
```
29
Properties=species:S:1:pos:R:3:forces:R:3
C -0.401 -3.489 0.154 1.8 -1.3 0.8
C 0.683 -4.433 0.264 -1.4 2.2 -1.1
C 1.065 -4.413 1.605 0.4 -2.2 0.4
C 0.162 -3.702 2.426 -2.1 2.7 -2.1
C -0.702 -2.995 1.520 1.5 -2.0 1.5
Ir -1.212 -0.485 -0.530 1.1 -2.0 1.1
P -3.187 -0.834 -1.152 -2.2 0.8 -1.0
H -0.899 -3.145 -0.744 0.0 -0.2 0.0
H 1.199 -4.901 -0.574 -0.2 0.1 0.4
H 1.825 -5.087 2.016 0.0 0.5 -0.2
H -1.502 -2.309 1.748 0.0 0.0 0.2
H 0.163 -3.619 3.495 0.1 0.0 0.2
H -4.192 -0.904 -0.145 -0.1 -0.3 -0.6
H -3.472 -1.776 -2.175 -0.6 0.1 0.3
H -3.553 0.409 -1.801 -0.3 -0.9 0.2
C 1.969 4.726 -0.526 0.0 -0.1 0.0
C 1.211 3.428 -0.464 0.8 1.3 -0.4
C 0.767 2.935 0.761 -1.3 -2.4 1.1
C 0.135 1.691 0.831 1.4 2.7 0.3
N 0.019 0.962 -0.322 -0.1 -0.8 0.7
C 0.363 1.443 -1.543 1.6 2.7 -1.4
C 0.975 2.689 -1.617 -0.7 -1.7 -0.9
H 1.437 5.527 -0.001 0.1 0.0 -0.1
H 2.959 4.631 -0.057 -0.1 0.1 -0.1
H 2.117 5.031 -1.567 0.0 0.0 0.2
H 0.927 3.504 1.657 -0.1 0.2 0.4
H -0.263 1.223 1.724 0.2 0.3 0.0
H 0.131 0.812 -2.403 0.3 0.4 0.2
H 1.274 3.082 -2.581 0.0 0.0 0.0
```
Forces are in eV/Å.

<S²>: 6.051
Spin multiplicity: 5
Energy relative to the best compared isomer or geometry (same formula, charge and spin), kJ/mol: 88.8
HOMO energy (spin up / spin down), Ha: -0.159 / -0.298
Kohn-Sham gap (spin up / spin down), eV: 4.687 / 6.321
Net charge: 0
Largest force on an atom, eV/A: 4.1
LUMO energy (spin up / spin down), Ha: 0.0132 / -0.0660